(1)
{
  "formula": "C16H32CeO2P2",
  "method": "ωB97M-V with the def2-TZVPD basis set",
  "species": ["P", "P", "C", "C", "H", "H", "H", "H", "C", "H", "H", "H", "C", "H", "H", "H", "C", "H", "H", "H", "C", "H", "H", "H", "Ce", "C", "C", "C", "C", "C", "C", "C", "C", "C", "H", "H", "H", "H", "H", "H", "H", "H", "H", "H", "H", "H", "H", "H", "H", "O", "C", "O", "H"],
  "positions_angstrom": [[-0.646, -2.533, -1.851], [-1.738, -2.384, 1.163], [-1.261, -4.100, -1.044], [-2.247, -3.830, 0.097], [-0.368, -4.631, -0.680], [-1.730, -4.710, -1.827], [-3.249, -3.592, -0.291], [-2.331, -4.706, 0.755], [-0.869, -3.298, 2.505], [-0.668, -2.589, 3.321], [0.087, -3.676, 2.120], [-1.485, -4.131, 2.876], [-3.341, -2.093, 2.011], [-3.739, -3.022, 2.445], [-4.048, -1.685, 1.274], [-3.176, -1.346, 2.800], [0.799, -3.235, -2.741], [1.201, -2.453, -3.401], [0.516, -4.120, -3.330], [1.561, -3.502, -1.996], [-1.830, -2.447, -3.260], [-2.820, -2.162, -2.877], [-1.889, -3.411, -3.785], [-1.478, -1.665, -3.948], [1.638, 3.728, 0.567], [-0.428, 2.385, 1.411], [0.705, 1.753, 1.860], [1.341, 0.511, 1.257], [2.389, 0.673, 0.108], [2.119, 1.736, -0.948], [0.850, 2.069, -1.408], [-0.441, 1.364, -1.017], [-1.227, 1.952, 0.194], [2.581, 5.018, -1.071], [-0.860, 3.246, 1.971], [1.264, 2.156, 2.745], [0.589, -0.216, 0.924], [1.880, 0.004, 2.071], [3.381, 0.887, 0.530], [2.525, -0.323, -0.347], [3.008, 2.206, -1.400], [0.751, 2.830, -2.196], [-0.315, 0.284, -0.859], [-1.115, 1.423, -1.887], [-1.825, 2.802, -0.162], [-1.989, 1.204, 0.462], [2.077, 5.979, -0.914], [2.530, 4.626, -2.081], [3.590, 5.021, -0.631], [3.359, 4.739, 2.134], [2.491, 5.525, 2.660], [1.254, 5.458, 2.235], [2.628, 6.279, 3.454]],
  "forces_ev_per_a": [[0.063, -0.427, -0.483], [-0.325, -0.280, 0.423], [0.149, 0.308, -0.033], [0.102, 0.330, 0.083], [-0.266, 0.077, -0.031], [0.213, -0.036, 0.210], [0.259, -0.115, 0.032], [-0.173, 0.144, -0.199], [0.129, 0.184, -0.059], [0.018, -0.316, -0.103], [-0.206, -0.002, 0.224], [0.251, 0.213, -0.037], [0.033, 0.096, -0.014], [0.006, 0.334, -0.087], [0.057, -0.117, 0.319], [-0.224, -0.240, -0.132], [0.043, 0.081, 0.028], [0.002, -0.345, 0.078], [0.218, 0.239, 0.133], [-0.097, -0.015, -0.328], [0.024, 0.247, 0.105], [0.172, -0.098, -0.237], [-0.041, 0.309, 0.092], [-0.234, -0.239, 0.057], [2.455, 4.868, 1.857], [-0.241, -1.512, 0.748], [-0.895, -0.149, 0.154], [0.067, -0.691, 0.036], [0.411, 0.547, 0.368], [-2.172, -0.985, -1.543], [1.452, -1.490, -0.007], [-0.231, -0.285, -0.013], [-0.054, 0.490, -0.497], [-0.235, -0.373, 0.818], [0.509, -0.461, -0.151], [-0.649, -0.058, -0.407], [-0.183, 0.365, 0.156], [-0.171, 0.193, -0.144], [-0.103, 0.000, 0.062], [-0.180, 0.394, -0.123], [-0.386, -0.002, 0.064], [0.221, -0.066, 0.264], [0.352, 0.218, -0.110], [0.226, 0.106, 0.274], [0.153, 0.017, 0.206], [0.274, 0.061, 0.276], [0.069, 0.064, -0.165], [0.033, 0.108, -0.176], [-0.016, 0.118, -0.238], [-1.524, 0.546, 0.369], [-1.449, -1.009, -1.394], [1.325, -0.917, -0.468], [0.772, -0.429, -0.255]],
  "lowdin_charge": [0.777, 0.769, -0.433, -0.432, 0.079, 0.084, 0.080, 0.084, -0.311, 0.032, 0.034, 0.049, -0.322, 0.052, 0.035, 0.032, -0.323, 0.032, 0.052, 0.032, -0.306, 0.036, 0.049, 0.033, 1.610, -0.141, -0.163, -0.131, -0.123, -0.182, -0.114, -0.145, -0.122, -0.106, 0.159, 0.158, 0.088, 0.146, 0.134, 0.158, 0.143, 0.142, 0.059, 0.143, 0.133, 0.145, 0.074, 0.059, 0.070, -0.095, -0.329, -0.157, 0.174],
  "homo_ev": [-12.41, -12.41],
  "fmax_ev_per_a": 5.8,
  "spin_multiplicity": 1,
  "lumo_ev": [-9.43, -9.41],
  "charge": 2
}

(2)
{
  "formula": "C15H26NOPRe",
  "method": "ωB97M-V with the def2-TZVPD basis set",
  "species": ["C", "C", "C", "C", "C", "C", "C", "C", "N", "Re", "C", "P", "H", "H", "H", "H", "H", "H", "H", "H", "C", "C", "H", "C", "C", "H", "H", "H", "H", "H", "H", "H", "H", "H", "H", "H", "H", "H", "H", "C", "C", "O", "H", "H", "H"],
  "positions_angstrom": [[2.122, 1.503, 2.541], [1.875, 2.138, 1.328], [1.052, 1.617, 0.317], [0.359, 0.423, 0.641], [0.541, -0.193, 1.962], [1.487, 0.324, 2.863], [0.692, 2.621, -0.785], [0.648, 2.376, -2.332], [1.180, 1.177, -2.900], [-1.328, -0.397, 1.154], [0.081, -1.602, 2.259], [-0.842, -2.537, 0.785], [2.333, 3.113, 1.163], [1.676, -0.255, 3.767], [2.839, 1.939, 3.233], [-0.305, -1.809, 3.268], [0.970, -2.247, 2.125], [-0.298, 3.042, -0.528], [1.373, 3.486, -0.683], [-0.404, 2.467, -2.665], [-1.729, -3.874, 1.622], [0.603, -3.341, 0.030], [1.167, 3.236, -2.808], [2.329, 0.527, -2.330], [0.221, 0.324, -3.552], [-2.032, -0.440, 2.821], [3.119, 0.465, -3.094], [2.712, 1.049, -1.448], [2.065, -0.502, -2.043], [0.733, -0.348, -4.241], [-0.347, -0.280, -2.834], [-0.483, 0.962, -4.093], [0.934, -4.203, 0.629], [0.293, -3.677, -0.968], [1.446, -2.644, -0.088], [-1.047, -4.557, 2.142], [-2.457, -3.461, 2.329], [-2.272, -4.402, 0.830], [-2.613, -0.086, 2.409], [-3.368, 1.148, -0.815], [-2.421, 1.238, 0.347], [-2.113, 2.269, 0.953], [-2.783, 1.137, -1.754], [-4.022, 2.033, -0.792], [-3.984, 0.243, -0.765]],
  "forces_ev_per_a": [[0.323, -0.114, 0.470], [0.147, 0.037, -0.557], [-0.659, -0.064, 0.423], [1.474, 0.463, 0.845], [3.440, 1.004, -0.112], [-0.523, 0.171, 0.169], [0.456, 0.703, 0.166], [-0.841, 0.941, -0.212], [-0.825, -0.961, 1.626], [-4.854, 2.886, -2.836], [1.239, -2.783, 0.744], [0.477, -1.036, 1.615], [-0.071, -0.196, 0.046], [0.223, 0.401, -0.078], [-0.219, -0.048, -0.140], [0.356, 0.246, -0.339], [-0.158, 0.385, 0.246], [0.288, -0.363, -0.156], [-0.221, -0.554, 0.250], [0.617, -0.156, 0.025], [-0.120, -0.032, -0.156], [-0.053, 0.065, -0.925], [-0.051, -0.390, 0.184], [0.757, -0.058, -0.038], [-0.028, 0.176, -1.202], [0.291, -0.603, 0.705], [-0.109, -0.006, 0.118], [-0.103, 0.065, -0.384], [-0.014, 0.226, -0.171], [-0.029, -0.033, 0.018], [0.189, 0.153, 0.286], [0.066, -0.262, -0.050], [-0.318, 0.302, -0.175], [0.277, -0.161, 0.167], [-0.388, -0.078, 0.044], [-0.116, 0.080, -0.193], [0.137, -0.053, -0.220], [0.009, -0.172, 0.250], [-1.090, 0.540, -0.479], [-0.354, 0.796, 0.040], [0.699, 0.017, 0.898], [-0.492, -1.394, -0.950], [-0.260, -0.033, 0.337], [0.166, -0.244, -0.264], [0.266, 0.136, -0.034]],
  "lowdin_charge": [-0.011, 0.003, -0.216, -0.185, -0.443, 0.007, -0.082, -0.106, -0.082, 1.058, -0.380, 0.780, 0.133, 0.141, 0.134, 0.108, 0.110, 0.125, 0.124, 0.132, -0.233, -0.226, 0.172, 0.017, 0.006, 0.091, 0.139, 0.106, 0.114, 0.122, 0.120, 0.117, 0.079, 0.060, 0.056, 0.072, 0.061, 0.066, 0.095, -0.066, -0.548, -0.018, 0.073, 0.098, 0.078],
  "homo_ev": [-13.71, -14.12],
  "fmax_ev_per_a": 6.3,
  "spin_multiplicity": 4,
  "lumo_ev": [-7.32, -9.32],
  "charge": 2
}

(3)
{
  "formula": "C3H10N2O",
  "method": "ωB97M-V with the def2-TZVPD basis set",
  "species": ["N", "C", "N", "C", "C", "O", "H", "H", "H", "H", "H", "H", "H", "H", "H", "H"],
  "positions_angstrom": [[-1.859, -0.843, 1.337], [-1.907, 0.357, 0.421], [-0.612, 0.802, 0.128], [0.281, -0.251, -0.391], [1.754, 0.095, -0.135], [2.486, 0.115, -1.354], [-2.828, -0.977, 1.589], [-1.390, -1.644, 0.975], [-2.587, 0.087, -0.509], [-2.414, 1.145, 1.054], [-0.537, 1.811, 0.307], [0.016, -1.173, 0.096], [-0.047, -0.612, -1.376], [1.917, 0.970, 0.531], [2.244, -0.748, 0.335], [2.267, -0.702, -1.800]],
  "forces_ev_per_a": [[-0.752, 2.123, 0.186], [-1.729, -1.109, 0.585], [-0.434, -0.025, -0.127], [-0.706, 1.663, 0.911], [0.251, -1.595, -0.579], [0.311, 1.461, -0.470], [0.153, -0.868, 0.105], [-0.430, -0.560, -0.329], [1.191, 0.654, 1.300], [0.266, -0.767, -1.002], [1.240, -1.248, -0.755], [0.359, -0.122, 1.121], [0.813, 0.998, -0.855], [-0.213, -0.286, -1.060], [-0.367, -0.209, 1.152], [0.046, -0.109, -0.183]],
  "lowdin_charge": [-0.015, -0.350, -0.097, -0.188, -0.223, -0.084, 0.052, 0.022, 0.126, 0.123, 0.132, 0.075, 0.120, 0.131, 0.102, 0.072],
  "homo_ev": -8.43,
  "fmax_ev_per_a": 2.3,
  "spin_multiplicity": 1,
  "lumo_ev": 0.94,
  "smiles": "NCNCCO"
}